The molecule C6H9N, computed with ωB97M-V with the def2-TZVPD basis set.

For the strongest force on any atom, the calculation gives 0.5 eV/Å. The calculation puts the relative energy (zero: lowest compared OMol25 entry of this formula, charge and spin) at 306.2 kJ/mol. The HOMO energy comes out at -9.21 eV.

Last columns: bonded neighbours and bond lengths (Å).
Cartesian coordinates (Å):
1 C -1.642 2.351 1.664  C2 1.463, H8 1.095, H9 1.092, H10 1.095
2 C -1.317 1.318 0.681  C1 1.463, C3 1.205
3 C -1.015 0.479 -0.129  C2 1.205, C4 1.467
4 C -0.492 -0.537 -1.048  C3 1.467, N5 1.459, H11 1.106, H12 1.096
5 N 0.966 -0.466 -1.063  C4 1.459, C6 1.450, C7 1.448
6 C 1.669 -1.720 -1.246  N5 1.450, C7 1.485, H13 1.087, H14 1.091
7 C 1.613 -1.065 0.085  N5 1.448, C6 1.485, H15 1.091, H16 1.087
8 H -1.826 1.913 2.650  C1 1.095
9 H -2.526 2.918 1.365  C1 1.092
10 H -0.810 3.056 1.762  C1 1.095
11 H -0.854 -1.536 -0.741  C4 1.106
12 H -0.856 -0.364 -2.067  C4 1.096
13 H 2.570 -1.668 -1.853  C6 1.087
14 H 1.077 -2.627 -1.380  C6 1.091
15 H 0.975 -1.527 0.840  C7 1.091
16 H 2.468 -0.523 0.482  C7 1.087

Listed below, in e, are the Löwdin charges computed for each atom: number 1, C, carries -0.11; number 2, C, carries -0.08; number 3, C, carries -0.02; number 4, C, carries -0.23; number 5, N, carries -0.13; number 6, C, carries -0.15; number 7, C, carries -0.15; number 8, H, carries 0.08; number 9, H, carries 0.07; number 10, H, carries 0.08; number 11, H, carries 0.12; number 12, H, carries 0.12; number 13, H, carries 0.10; number 14, H, carries 0.10; number 15, H, carries 0.11; number 16, H, carries 0.10